No. 1
# C44H124N8O14

A cluster of 14 separate species, C44H124N8O14 in total in a non-equilibrium geometry (the ωB97M-V functional and the def2-TZVPD basis, the Open Molecules 2025 dataset).

Geometry (Å):
C: 3.704 -2.917 -0.735
C: 3.282 -4.194 -1.437
O: 4.412 -4.999 -1.755
H: 4.174 -3.023 0.243
H: 2.827 -2.263 -0.658
H: 4.411 -2.318 -1.320
H: 2.767 -3.905 -2.359
H: 2.601 -4.782 -0.824
H: 5.110 -4.409 -2.053
C: -3.884 4.452 -0.543
C: -4.604 4.832 -1.810
O: -5.657 5.746 -1.469
H: -3.079 3.754 -0.747
H: -4.561 3.989 0.185
H: -3.604 5.321 0.061
H: -5.109 3.952 -2.223
H: -3.919 5.252 -2.550
H: -5.864 6.290 -2.233
C: -1.219 -1.914 5.189
C: 0.034 -1.532 5.935
O: 1.100 -1.362 4.984
H: -1.025 -2.755 4.521
H: -1.575 -1.063 4.607
H: -2.018 -2.219 5.866
H: 0.366 -2.274 6.665
H: -0.146 -0.570 6.426
H: 1.823 -0.883 5.397
C: -3.350 -3.426 2.521
C: -4.361 -2.387 2.044
O: -4.293 -2.303 0.625
H: -2.443 -3.531 1.929
H: -3.824 -4.413 2.454
H: -3.063 -3.335 3.572
H: -4.143 -1.416 2.505
H: -5.369 -2.641 2.373
H: -3.856 -1.467 0.416
C: 2.637 4.329 1.563
C: 1.725 5.441 1.098
O: 0.836 4.878 0.108
H: 2.174 3.343 1.530
H: 2.989 4.436 2.601
H: 3.630 4.320 1.108
H: 2.396 6.166 0.625
H: 1.131 5.944 1.861
H: 0.313 5.635 -0.181
C: 1.286 -1.557 -3.807
C: 1.859 -1.631 -5.212
O: 3.263 -1.383 -5.195
H: 1.845 -2.273 -3.213
H: 0.246 -1.849 -3.950
H: 1.283 -0.509 -3.509
H: 1.353 -0.941 -5.905
H: 1.580 -2.592 -5.674
H: 3.539 -1.366 -6.116
C: -0.694 4.204 -3.930
C: -1.472 2.887 -4.155
C: -0.643 2.036 -5.124
O: -0.258 2.882 -6.200
C: 0.947 2.482 -6.820
N: -1.608 2.178 -2.879
H: -0.715 4.870 -4.792
H: 0.342 3.951 -3.696
H: -1.123 4.768 -3.097
H: -2.453 3.079 -4.593
H: -1.168 1.189 -5.581
H: 0.215 1.651 -4.556
H: 0.974 1.408 -7.036
H: 1.754 2.690 -6.108
H: 1.108 3.073 -7.717
H: -0.694 2.075 -2.406
H: -2.000 2.868 -2.237
C: -0.497 3.025 4.795
C: -1.506 4.136 4.517
C: -2.907 3.587 4.273
O: -3.428 3.025 5.453
C: -4.355 1.989 5.245
N: -1.602 5.092 5.643
H: -0.839 2.290 5.528
H: 0.453 3.425 5.150
H: -0.345 2.432 3.884
H: -1.164 4.717 3.658
H: -2.754 2.783 3.537
H: -3.552 4.395 3.923
H: -3.917 1.129 4.727
H: -5.216 2.329 4.655
H: -4.720 1.719 6.233
H: -1.903 4.564 6.460
H: -0.673 5.411 5.903
C: 1.351 -8.100 6.584
C: 0.821 -7.508 5.300
C: 1.447 -6.144 5.052
O: 1.024 -5.649 3.805
C: 1.574 -4.378 3.546
N: 1.099 -8.448 4.187
H: 0.926 -7.616 7.470
H: 2.440 -8.005 6.659
H: 1.163 -9.159 6.770
H: -0.269 -7.451 5.342
H: 2.539 -6.236 5.110
H: 1.080 -5.477 5.849
H: 2.650 -4.425 3.319
H: 1.310 -3.681 4.338
H: 1.208 -4.011 2.581
H: 2.100 -8.633 4.162
H: 0.929 -7.948 3.317
C: -3.777 -4.371 -3.517
C: -2.470 -4.141 -2.781
C: -1.242 -4.188 -3.636
O: -1.082 -5.431 -4.283
C: 0.272 -5.757 -4.528
N: -2.501 -2.779 -2.209
H: -4.644 -4.179 -2.887
H: -3.841 -5.377 -3.939
H: -3.831 -3.754 -4.423
H: -2.469 -4.846 -1.939
H: -0.380 -3.962 -2.989
H: -1.266 -3.391 -4.391
H: 0.260 -6.575 -5.245
H: 0.794 -6.007 -3.602
H: 0.783 -4.924 -5.030
H: -1.711 -2.657 -1.580
H: -3.324 -2.658 -1.628
C: -6.191 0.199 -1.400
C: -4.947 -0.222 -2.169
C: -4.764 0.518 -3.480
O: -5.838 0.321 -4.403
C: -5.919 -0.982 -4.919
N: -3.765 -0.001 -1.298
H: -6.129 -0.266 -0.416
H: -7.084 -0.175 -1.901
H: -6.234 1.277 -1.233
H: -4.925 -1.310 -2.261
H: -3.835 0.303 -4.019
H: -4.770 1.591 -3.267
H: -6.966 -1.270 -5.069
H: -5.519 -1.736 -4.239
H: -5.470 -1.040 -5.916
H: -3.001 -0.634 -1.489
H: -3.377 0.929 -1.408
C: 3.009 2.094 -3.691
C: 4.117 2.067 -2.657
C: 3.948 3.283 -1.744
O: 3.982 4.434 -2.543
C: 3.903 5.636 -1.804
N: 4.175 0.841 -1.890
H: 2.017 2.100 -3.235
H: 3.037 1.272 -4.413
H: 3.075 2.998 -4.296
H: 5.055 2.262 -3.201
H: 4.747 3.262 -0.979
H: 3.044 3.223 -1.121
H: 4.517 5.658 -0.898
H: 2.858 5.823 -1.536
H: 4.247 6.423 -2.474
H: 4.908 0.891 -1.196
H: 4.252 0.002 -2.445
C: -1.226 1.981 0.453
C: 0.003 1.202 0.004
C: -0.299 -0.190 -0.536
O: -0.815 -1.066 0.467
C: 0.017 -1.422 1.522
N: 0.714 1.970 -1.012
H: -2.137 1.924 -0.143
H: -1.099 3.061 0.557
H: -1.528 1.576 1.425
H: 0.589 1.046 0.923
H: 0.603 -0.660 -0.950
H: -1.108 -0.176 -1.261
H: 0.360 -0.618 2.182
H: 0.930 -1.942 1.177
H: -0.487 -2.162 2.144
H: 0.956 2.924 -0.754
H: 1.630 1.558 -1.195
C: 6.389 3.367 2.444
C: 6.052 1.939 2.836
C: 4.743 1.428 2.232
O: 4.720 0.035 2.411
C: 3.449 -0.556 2.505
N: 7.176 1.057 2.443
H: 7.014 3.857 3.190
H: 5.457 3.943 2.368
H: 6.875 3.442 1.472
H: 5.904 1.893 3.925
H: 4.672 1.706 1.169
H: 3.908 1.919 2.746
H: 2.923 -0.605 1.545
H: 2.818 -0.078 3.261
H: 3.569 -1.593 2.821
H: 7.937 1.217 3.092
H: 6.856 0.103 2.573

* highest occupied orbital energy: -8.6 eV
* total charge: 0
* HOMO-LUMO gap: 8.81 eV
* DFT total energy: -3241.97947 Eh
* multiplicity: 1

***

No. 2
# C44H126N10O14

A cluster of 14 separate species, C44H126N10O14 in total in a non-equilibrium geometry (the ωB97M-V functional and the def2-TZVPD basis, the Open Molecules 2025 dataset).

Geometry (Å):
C: -0.963 -1.242 -4.402
C: -1.828 -2.394 -4.773
C: -3.258 -2.005 -5.098
O: -3.904 -1.571 -3.854
C: -5.277 -1.155 -4.009
N: -1.216 -3.083 -5.900
H: -1.185 -0.715 -3.492
H: -1.128 -0.470 -5.137
H: 0.129 -1.535 -4.494
H: -1.818 -3.099 -3.948
H: -3.751 -2.852 -5.575
H: -3.283 -1.229 -5.833
H: -5.509 -0.645 -3.073
H: -5.934 -1.973 -4.271
H: -5.384 -0.505 -4.876
H: -1.667 -2.870 -6.768
H: -0.272 -2.793 -6.016
C: -0.451 9.007 0.080
C: -1.863 8.610 0.548
C: -1.763 7.720 1.760
O: -1.514 6.341 1.362
C: -1.373 5.401 2.407
N: -2.742 9.739 0.738
H: -0.551 9.583 -0.827
H: 0.147 8.109 -0.119
H: 0.036 9.698 0.813
H: -2.296 7.931 -0.219
H: -2.712 7.681 2.262
H: -0.936 8.096 2.430
H: -1.500 4.350 2.050
H: -2.206 5.608 3.134
H: -0.409 5.491 2.959
H: -3.678 9.444 0.872
H: -2.476 10.308 1.477
C: 3.302 5.409 1.849
C: 3.399 5.612 0.303
C: 2.152 5.159 -0.382
O: 1.982 3.733 -0.248
C: 0.705 3.229 -0.649
N: 3.593 7.020 0.037
H: 2.492 6.070 2.140
H: 4.188 5.640 2.357
H: 3.106 4.383 2.161
H: 4.180 4.961 0.076
H: 2.115 5.490 -1.469
H: 1.296 5.674 0.214
H: 0.717 2.171 -0.514
H: 0.411 3.414 -1.676
H: -0.006 3.607 0.101
H: 4.131 7.555 0.655
H: 3.720 7.250 -0.916
C: -0.237 -2.804 -0.232
C: -0.784 -1.360 -0.399
C: -2.282 -1.201 -0.628
O: -2.400 0.165 -1.123
C: -3.711 0.658 -0.965
N: -0.431 -0.494 0.724
H: 0.739 -2.808 0.293
H: -0.337 -3.310 -1.164
H: -0.957 -3.415 0.357
H: -0.394 -1.053 -1.414
H: -2.810 -1.411 0.256
H: -2.496 -1.927 -1.449
H: -3.832 1.472 -1.630
H: -3.871 0.932 0.121
H: -4.424 -0.101 -1.174
H: -0.898 0.399 0.674
H: 0.559 -0.332 0.812
C: 3.203 -1.568 -2.478
C: 3.587 -0.260 -1.831
C: 3.668 0.881 -2.827
O: 4.262 1.954 -2.107
C: 3.966 3.173 -2.773
N: 2.677 -0.008 -0.670
H: 2.319 -1.495 -3.220
H: 2.864 -2.230 -1.714
H: 4.064 -2.098 -2.947
H: 4.593 -0.415 -1.403
H: 2.676 1.053 -3.207
H: 4.303 0.582 -3.752
H: 4.471 4.044 -2.261
H: 2.919 3.350 -2.775
H: 4.347 3.301 -3.810
H: 2.784 0.954 -0.366
H: 1.722 -0.130 -0.910
C: -0.744 2.442 -4.350
C: -2.029 2.724 -3.506
C: -2.583 4.157 -3.742
O: -1.642 5.078 -3.205
C: -1.827 5.374 -1.795
N: -3.088 1.725 -3.718
H: 0.069 3.146 -4.183
H: -0.941 2.407 -5.420
H: -0.364 1.466 -3.972
H: -1.705 2.725 -2.479
H: -3.541 4.184 -3.243
H: -2.596 4.415 -4.761
H: -1.820 4.460 -1.183
H: -2.671 6.008 -1.539
H: -0.944 5.930 -1.409
H: -2.775 0.713 -3.581
H: -3.557 1.775 -4.615
C: 1.034 -6.298 -2.374
C: 0.842 -5.245 -3.520
C: 2.126 -4.709 -4.191
O: 1.770 -3.901 -5.328
C: 2.957 -3.597 -6.036
N: -0.289 -5.776 -4.390
H: 1.869 -6.005 -1.729
H: 1.364 -7.307 -2.746
H: 0.125 -6.347 -1.791
H: 0.451 -4.400 -3.022
H: 2.888 -5.379 -4.500
H: 2.662 -4.064 -3.495
H: 2.756 -2.982 -6.882
H: 3.421 -4.562 -6.393
H: 3.671 -3.060 -5.400
H: -0.180 -6.702 -4.806
H: -0.407 -5.183 -5.166
C: 4.573 1.007 5.628
C: 3.735 -0.249 5.554
C: 4.059 -1.210 4.434
O: 3.776 -0.608 3.144
C: 3.375 -1.564 2.147
N: 3.985 -1.024 6.784
H: 4.197 1.740 4.843
H: 5.671 0.763 5.425
H: 4.452 1.359 6.613
H: 2.651 -0.007 5.560
H: 3.412 -2.140 4.486
H: 5.123 -1.593 4.465
H: 3.358 -0.999 1.282
H: 2.396 -2.020 2.361
H: 4.021 -2.487 2.043
H: 4.391 -0.428 7.621
H: 3.290 -1.681 7.140
C: -0.038 -1.885 4.859
C: -1.103 -2.826 4.434
C: -1.992 -3.146 5.673
O: -1.333 -3.914 6.662
C: -2.093 -4.078 7.801
N: -1.821 -2.235 3.312
H: 0.625 -2.208 5.633
H: -0.621 -0.966 5.087
H: 0.691 -1.713 4.000
H: -0.692 -3.793 4.192
H: -2.898 -3.635 5.375
H: -2.324 -2.133 6.057
H: -2.750 -3.142 7.991
H: -1.470 -4.207 8.717
H: -2.716 -4.973 7.700
H: -1.128 -1.856 2.676
H: -2.352 -2.877 2.724
C: -3.579 -6.051 -2.578
C: -3.262 -5.482 -1.127
C: -4.386 -4.631 -0.566
O: -4.005 -4.348 0.769
C: -5.097 -3.560 1.258
N: -2.966 -6.665 -0.313
H: -4.468 -6.693 -2.541
H: -2.713 -6.653 -2.923
H: -3.758 -5.152 -3.114
H: -2.348 -4.855 -1.244
H: -5.336 -5.201 -0.620
H: -4.557 -3.704 -1.136
H: -6.087 -3.979 0.954
H: -5.107 -2.547 0.904
H: -5.063 -3.510 2.367
H: -2.648 -6.486 0.661
H: -3.736 -7.278 -0.252
C: -3.383 1.290 3.701
O: -3.499 0.109 2.948
H: -2.494 1.877 3.396
H: -4.169 1.966 3.321
H: -3.529 1.026 4.759
H: -3.106 -0.605 3.469
C: 5.426 1.975 1.086
O: 4.410 1.958 2.112
H: 6.239 2.616 1.455
H: 5.733 0.974 0.917
H: 4.930 2.282 0.190
H: 4.306 1.002 2.209
C: 1.150 1.234 3.291
O: 1.327 1.851 1.973
H: 1.730 1.699 4.108
H: 0.092 1.176 3.601
H: 1.503 0.218 3.349
H: 2.240 1.868 1.737
C: 2.065 -5.639 3.326
O: 3.314 -5.603 2.627
H: 1.376 -5.227 2.636
H: 1.740 -6.676 3.565
H: 2.104 -5.156 4.288
H: 4.048 -5.761 3.224

* highest occupied orbital energy: -8.7 eV
* total charge: 0
* HOMO-LUMO gap: 9.40 eV
* DFT total energy: -3352.55905 Eh
* multiplicity: 1

***

- What is the total charge in the second record?
  0